Entry 1:
72
Properties=species:S:1:pos:R:3 method="wB97M-V/def2-TZVPD" e_above_lowest_kcal_mol=0.0 e_tot_ev=-101598.1686 total_charge=+1
I 2.2373 -0.2682 -2.3506
Ti 0.8500 2.5734 0.0292
S -2.1271 4.7034 3.3022
S -1.2673 3.0020 1.0938
O 1.7269 1.2735 0.9984
O -3.9308 -8.9479 2.1142
N 0.3730 4.6316 2.4803
N 1.2635 4.1266 1.5640
N -0.3875 -3.8490 1.4633
N 2.9261 3.4077 -0.3265
N -0.3615 0.7649 -0.3479
N -1.6171 -3.9797 1.3603
C -1.3098 -6.4124 1.7466
C 1.2604 0.0187 1.1455
C 0.5076 2.1294 -3.2668
C -0.2115 2.8353 -4.2738
C 5.0752 3.4222 -1.3539
C 3.4386 4.1174 0.6999
C 0.7641 0.2940 -4.8499
C 3.7310 3.0777 -1.3314
C -1.8863 -7.6558 1.9343
C -0.8241 4.1781 2.2941
C -3.2775 -7.7810 1.9393
C -1.2607 5.7098 4.5195
C 5.6023 4.1358 -0.2949
C 0.0819 -0.2675 0.4220
C -1.4140 0.5768 -1.1162
C -0.6901 4.1561 -4.0209
C -2.0728 -0.6567 -1.1805
C -4.0825 -6.6559 1.7528
C 0.0107 0.9901 -5.8106
C -0.4747 4.7732 -2.8300
C 4.7654 4.4994 0.7525
C -1.6356 -1.7046 -0.4081
C 1.2601 -2.2347 1.9295
C 1.8580 -0.9570 1.8872
C 0.2073 4.0485 -1.8245
C -0.4544 2.2418 -5.5323
C 0.6666 2.7680 -1.9965
C -2.1111 -5.2913 1.5621
C -3.4988 -5.4228 1.5632
C 1.0088 0.8486 -3.6215
C -0.5243 -1.5317 0.4472
C -3.1622 -10.1239 2.3212
C 0.0914 -2.5273 1.2715
C 2.4725 4.5095 1.7135
H -0.2342 -6.3050 1.7401
H -1.0113 2.8017 -6.2729
H -2.5227 -10.3324 1.4610
H -4.1060 -4.5380 1.4215
H 5.1292 5.0723 1.5940
H -1.2517 -8.5182 2.0734
H -3.8794 -10.9295 2.4422
H -0.1761 0.5316 -6.7722
H 0.3394 4.5711 -0.8630
H 5.6852 3.1282 -2.1956
H -1.2282 4.6637 -4.8117
H -5.1565 -6.7794 1.7624
H -0.7544 6.5403 4.0361
H -2.9184 -0.7691 -1.8432
H 1.7163 -3.0234 2.5127
H -0.8216 5.7804 -2.6452
H -2.0330 6.0821 5.1894
H -2.5530 -10.0407 3.2237
H 2.7451 5.1494 2.5462
H 3.2846 2.5186 -2.1410
H -1.7472 1.4209 -1.7080
H -2.1346 -2.6595 -0.4507
H 1.1616 -0.6821 -5.0909
H 6.6470 4.4152 -0.2834
H -0.5467 5.1066 5.0729
H 2.7692 -0.7506 2.4313

***

Entry 2:
72
Properties=species:S:1:pos:R:3 method="wB97M-V/def2-TZVPD" e_above_lowest_kcal_mol=31.5 e_tot_ev=-101596.8043 total_charge=+1
I 4.2022 -0.4693 2.0740
Ti 1.0946 -0.1491 1.3350
S -0.6762 -1.8370 1.5128
S -3.3774 -1.9422 0.3941
O -4.6648 -1.0912 -3.7165
O 1.8769 -1.5273 0.4263
N 1.4749 -2.2422 -5.0750
N -0.8014 0.8612 0.9573
N 0.4239 -2.1298 -5.7150
N 1.4733 2.1039 1.5360
N 1.1282 0.4496 -0.9706
N -1.9803 0.2879 0.5395
C 1.9558 -3.1053 -2.8741
C 0.7103 0.1149 6.2726
C -3.4342 -1.3173 -4.2388
C 1.5252 -2.0651 -3.6507
C -1.3326 -2.4593 -3.9298
C -0.0380 0.1832 4.0013
C 0.7269 1.5433 -3.0570
C -2.9721 -0.7719 -5.4331
C 2.0238 -0.1465 5.8182
C 1.4649 4.8000 2.2633
C -2.6123 -2.1761 -3.5041
C 0.9440 0.3897 -3.7633
C 4.6509 -0.5638 5.0016
C 1.3664 -0.6939 -1.6697
C 2.2889 -0.2201 4.4188
C 0.8193 1.5276 -1.6575
C 3.6543 -0.4141 4.0810
C -5.5716 -0.2954 -4.4657
C 2.0674 -2.9901 -1.4714
C 2.6396 4.0725 2.2324
C -0.2997 0.2979 5.3801
C 1.2156 -0.0815 3.4743
C 4.3481 -0.5289 6.3751
C -1.6962 -1.0928 -5.8722
C 3.0612 -0.3172 6.7667
C 2.6004 2.7331 1.8742
C -1.9841 -0.9904 0.7790
C 1.7545 -1.7978 -0.8842
C -4.5060 -0.6853 -0.2298
C -0.8634 2.1235 1.1375
C 1.2686 -0.7920 -3.0671
C 0.3406 2.8338 1.5292
C 0.2863 4.1655 1.9011
C -0.8544 -1.8944 -5.1151
H 5.1386 -0.6601 7.1005
H 1.4626 5.8397 2.5604
H -5.3938 -1.2268 -0.5545
H 5.6741 -0.7064 4.6823
H 0.5312 0.1678 7.3391
H 0.8817 0.3850 -4.8429
H -1.3078 0.5011 5.7164
H -3.5938 -0.1295 -6.0375
H -1.8026 2.6487 0.9943
H 3.5034 2.1420 1.8657
H -6.4934 -0.2692 -3.8918
H -3.0022 -2.6232 -2.5992
H -0.8981 0.2842 3.3510
H -1.3333 -0.7160 -6.8199
H 2.3892 -3.8280 -0.8692
H 3.5882 4.5186 2.4929
H -0.6615 4.6852 1.9010
H 0.4850 2.4689 -3.5590
H 0.6362 2.4366 -1.0963
H 2.8048 -0.2692 7.8175
H -5.1948 0.7222 -4.5921
H -0.7278 -3.1404 -3.3490
H 2.1958 -4.0457 -3.3528
H -4.0725 -0.1734 -1.0828
H -5.7675 -0.7380 -5.4441
H -4.7638 0.0257 0.5497

***

Entry 3:
76
Properties=species:S:1:pos:R:3 method="wB97M-V/def2-TZVPD" e_above_lowest_kcal_mol=27.0 e_tot_ev=-165579.9585 multiplicity=2
Se 1.8956 1.2175 2.0429
Fe -0.7360 -1.1341 -0.1205
Cl -4.4613 2.6046 4.9694
O -0.5649 -0.3990 1.7669
N -0.8796 0.9194 -0.6892
N 0.2633 1.4195 -1.2232
N 0.2118 -0.4021 -2.9360
N -2.6090 -1.3115 0.3824
N 3.3214 1.4105 -3.1551
N -0.8197 -3.2139 0.0600
N 1.2829 -1.1286 -0.3148
N 2.0007 -0.3943 -1.1908
N -0.7080 -1.1860 -2.3273
N 1.9695 1.3999 -3.0592
C -2.2482 -4.3972 -1.5537
C -2.9878 -2.3063 -0.5239
C 1.4275 2.3380 -3.8788
C -4.4349 -3.5365 -2.0350
C -0.1224 -5.2971 -0.9147
C 4.1747 2.6214 5.2279
C -1.9921 1.5764 4.4017
C -3.4874 -4.4869 -2.2365
C -1.4672 0.1799 2.4566
C -3.7779 0.9706 2.9259
C -0.7826 3.1385 -0.3255
C 2.1562 -1.7770 0.4424
C -0.9412 -1.3595 -4.5572
C 3.9215 3.9880 5.2186
C -1.2491 -5.3909 -1.6667
C 3.6111 2.3507 -4.0345
C -1.4074 -1.7587 -3.3003
C -2.8737 0.2086 2.1483
C -1.9658 -3.3163 -0.7022
C -1.0944 0.8708 3.6614
C 0.3454 2.7411 -1.0071
C 2.4319 3.7052 3.3524
C 3.5617 1.7950 4.2984
C -3.3478 1.6546 4.0148
C 0.0910 -0.4963 -4.2733
C 2.4493 2.9760 -4.5309
C 3.4628 -1.4886 0.0471
C -3.3940 -0.5803 1.0838
C 3.0459 4.5280 4.2836
C 2.6912 2.3288 3.3409
C -1.5130 1.9604 -0.1569
C 3.3183 -0.5995 -0.9966
C 0.0394 -4.1948 -0.0475
C -4.1821 -2.4513 -1.1640
B 1.1642 0.5151 -2.1106
H -4.4765 -0.6137 0.9326
H 0.9087 -4.1487 0.5950
H 4.4040 4.6322 5.9429
H -0.0615 0.8044 3.9789
H 4.3801 -1.8676 0.4625
H -3.6630 -5.3217 -2.9040
H -2.2224 -2.4253 -3.0815
H 4.8533 2.2014 5.9596
H 0.3595 2.4820 -3.9281
H -1.6714 2.0809 5.3048
H -1.3088 -1.6543 -5.5249
H 1.1934 3.3070 -1.3556
H 0.6483 -6.0538 -0.9556
H -2.4731 1.8398 0.3124
H 4.0370 -0.0923 -1.6125
H 3.7519 0.7294 4.2980
H 4.6426 2.5482 -4.2830
H -4.9535 -1.7051 -1.0123
H -1.4048 -6.2282 -2.3373
H -4.8266 0.9961 2.6510
H 1.7462 4.1141 2.6211
H 2.8465 5.5923 4.2793
H 2.3752 3.7709 -5.2532
H -5.3932 -3.6077 -2.5326
H 0.7537 0.0475 -4.9249
H 1.8106 -2.3693 1.2744
H -1.0459 4.1302 -0.0006

***

Entry 4:
79
Properties=species:S:1:pos:R:3 method="wB97M-V/def2-TZVPD" e_above_lowest_kcal_mol=44.2 e_tot_ev=-210199.0378 total_charge=+2
Zr 0.0193 0.1856 0.4882
Br 0.1487 -0.7144 3.4649
Se -1.3773 1.8627 -1.0805
P 0.0336 2.2993 2.2384
F 1.6608 -0.7535 6.0117
F 2.7387 3.7903 6.3985
F 2.8446 1.2554 7.3655
F 1.4821 4.3118 4.1189
O 3.4019 -4.2136 2.4978
O 0.1606 -1.8703 0.5894
O -1.3149 -1.4356 -5.7998
O 1.9288 -0.5325 0.5801
O 2.1056 -2.5670 1.8840
N -1.7293 -2.9951 -4.2081
N 2.9871 -3.8373 -2.0185
N 0.4785 -0.0671 -1.7552
N 2.1772 -2.7816 -1.7786
N -3.3588 3.6202 0.3215
C -3.5635 3.3186 3.8680
C -2.6959 -3.6545 -5.0985
C -2.3107 -3.7167 -1.8942
C -1.3013 -3.7508 -3.0372
C -0.2682 4.8782 1.1961
C 0.9251 -0.5110 -4.4321
C 2.9522 -3.7031 0.1287
C 0.9998 0.7448 4.3244
C 2.1676 -2.7122 -0.4746
C -1.1331 -1.8780 -4.6807
C 3.4817 -4.4289 -0.9254
C -2.2254 3.3484 3.5167
C 1.8062 0.2640 -3.6966
C 1.5579 0.4550 -2.3530
C 2.4153 5.0226 0.4548
C 1.5514 6.0723 0.1674
C 1.6276 0.4766 5.5196
C -0.3613 -0.8378 -2.4662
C -4.3698 2.2629 3.4652
C 2.8501 -3.5290 1.5526
C -3.8430 1.2207 2.7160
C 1.5390 3.0490 4.5239
C -0.1632 -1.1115 -3.8024
C -1.6876 2.3222 2.7414
C 0.9545 2.0310 3.7833
C 2.1877 2.7982 5.7301
C 0.2161 5.9983 0.5350
C 2.2369 1.5094 6.2283
C 0.6000 3.8295 1.4859
C 1.9415 3.8985 1.1067
C 1.4855 -1.7942 0.5001
C -2.6079 2.9126 -0.1894
C -2.0216 -4.5515 -6.1231
C -2.5064 1.2591 2.3612
H -3.3787 -4.2242 -4.4673
H 1.9226 6.9519 -0.3414
H 3.1662 -4.1039 -2.9756
H -1.3778 -3.9667 -6.7786
H 3.9615 -4.9346 2.1698
H 3.4586 5.0838 0.1752
H -3.1813 -4.3348 -2.1086
H 2.6283 3.0894 1.3396
H -2.6788 -2.7035 -1.7158
H -5.4163 2.2530 3.7386
H -1.6037 4.1780 3.8333
H -4.4677 0.3946 2.4060
H -3.2731 -2.8760 -5.5915
H 4.1396 -5.2800 -0.9946
H 2.6669 0.7308 -4.1531
H -0.4566 6.8154 0.3114
H -1.1420 -4.7854 -3.3523
H -1.4258 -5.3307 -5.6434
H -2.1494 0.3929 1.7803
H 2.2159 1.0530 -1.7350
H -1.8593 -4.0937 -0.9749
H -3.9835 4.1239 4.4551
H -1.3148 4.8302 1.4636
H -0.3247 -3.3902 -2.7147
H -2.7723 -5.0461 -6.7389
H -1.2277 -1.2173 -1.9400
H 1.0500 -0.6594 -5.4973